# 1
The ion C6H8NO5 with charge -1 in a non-equilibrium geometry, computed with ωB97M-V with the def2-TZVPD basis set.

CARTESIAN COORDINATES (ANGSTROEM)
C: -0.17 3.00 0.05
C: -0.81 1.65 0.70
O: -0.93 1.63 2.06
N: -1.34 0.44 -0.04
C: -0.85 0.34 -1.46
C: -0.80 -0.85 0.62
O: 0.65 -0.72 0.96
C: 1.16 -2.12 1.11
O: 0.96 -2.88 2.19
C: 2.00 -2.72 -0.20
O: 1.35 -3.48 -1.10
O: 3.42 -2.40 -0.45
H: 1.01 2.97 0.21
H: -0.54 3.94 0.69
H: -0.48 3.23 -1.06
H: 0.22 -0.19 -1.56
H: -1.60 -0.40 -2.02
H: -0.89 1.34 -2.07
H: -0.93 -1.69 -0.22
H: -1.44 -1.10 1.59

Calculated values
HOMO energy ... -4.70 eV
Energy relative to the best compared isomer or geometry (same formula, charge and spin) ... 442.6 kJ/mol
Strongest force on any atom ... 8.66 eV Å⁻¹
Net charge ... -1
SMILES string ... CC(=O)N(C)COC(=O)C(=O)[O-]
Multiplicity ... 1
Lowest unoccupied orbital energy ... 3.0 eV
Orbital gap ... 7.699 eV

Atom charges from the Löwdin analysis, given in e for atoms 1 to 6: atom 1 (C): -0.05, atom 2 (C): -0.29, atom 3 (O): -0.08, atom 4 (N): -0.10, atom 5 (C): -0.12, atom 6 (C): -0.16



# 2
An isolated molecule of C6H8NP in a non-equilibrium geometry, computed with ωB97M-V with the def2-TZVPD basis set.

CARTESIAN COORDINATES (ANGSTROEM)
C: -2.11 -2.13 0.66
C: -2.47 2.19 0.32
C: -1.44 -1.31 0.11
C: -1.67 1.34 0.06
C: 1.53 -1.26 -0.44
C: 1.57 1.15 -0.08
N: 0.76 -0.06 -0.13
P: -0.80 0.03 -0.91
H: -2.42 -2.86 1.33
H: -3.11 2.88 0.77
H: 2.50 -1.24 0.03
H: 0.87 -2.05 -0.09
H: 1.72 -1.31 -1.60
H: 0.86 1.99 -0.05
H: 1.94 1.25 0.97
H: 2.28 1.39 -0.96

Calculated values
HOMO energy ... -8.29 eV
Energy relative to the best compared isomer or geometry (same formula, charge and spin) ... 192.4 kJ/mol
Strongest force on any atom ... 2.25 eV Å⁻¹
SMILES string ... C#CP(C#C)N(C)C
Multiplicity ... 1
Lowest unoccupied orbital energy ... 0.8 eV
Orbital gap ... 9.106 eV

Atom charges from the Löwdin analysis, given in e for atoms 1 to 6: atom 1 (C): 0.06, atom 2 (C): 0.04, atom 3 (C): -0.34, atom 4 (C): -0.32, atom 5 (C): -0.16, atom 6 (C): -0.18



# 3
The ion C6H8NS with charge -1 in a non-equilibrium geometry, computed with ωB97M-V with the def2-TZVPD basis set.

CARTESIAN COORDINATES (ANGSTROEM)
C: -0.61 0.47 -0.08
C: 0.77 0.86 -0.06
C: -0.76 -0.88 -0.04
C: 1.60 -0.21 0.00
C: 1.24 2.28 -0.03
C: -2.05 -1.65 0.01
N: 0.44 -1.53 -0.13
S: 3.21 -0.58 0.06
H: -1.44 1.17 -0.12
H: 1.06 2.77 -0.99
H: 0.72 2.86 0.74
H: 2.31 2.31 0.17
H: -2.35 -1.83 1.05
H: -2.85 -1.09 -0.48
H: -1.93 -2.61 -0.48
H: 0.65 -2.36 0.40

Calculated values
HOMO energy ... -1.93 eV
Energy relative to the best compared isomer or geometry (same formula, charge and spin) ... 42.1 kJ/mol
Strongest force on any atom ... 4.08 eV Å⁻¹
Net charge ... -1
SMILES string ... Cc1cc(C)c([S-])[nH]1
Multiplicity ... 1
Lowest unoccupied orbital energy ... 3.9 eV
Orbital gap ... 5.797 eV

Atom charges from the Löwdin analysis, given in e for atoms 1 to 6: atom 1 (C): -0.08, atom 2 (C): -0.40, atom 3 (C): -0.45, atom 4 (C): -0.78, atom 5 (C): -0.09, atom 6 (C): -0.08



# 4
An isolated molecule of C6H8O2 in a non-equilibrium geometry, computed with ωB97M-V with the def2-TZVPD basis set.

CARTESIAN COORDINATES (ANGSTROEM)
C: -0.70 1.19 1.82
C: -1.07 -0.92 2.35
C: -0.04 0.49 0.86
C: -0.23 -1.03 1.30
C: 0.12 0.06 -1.61
C: 0.66 0.81 -0.40
O: -1.32 0.38 2.68
O: 0.29 -2.13 0.62
H: -0.80 2.31 1.82
H: -1.49 -1.59 3.11
H: 0.91 -0.52 -2.12
H: -0.56 0.64 -2.36
H: -0.47 -0.70 -1.18
H: 0.40 1.92 -0.66
H: 1.84 0.68 -0.40
H: 0.27 -2.87 1.38

Calculated values
HOMO energy ... -8.75 eV
Energy relative to the best compared isomer or geometry (same formula, charge and spin) ... 234.6 kJ/mol
Strongest force on any atom ... 3.91 eV Å⁻¹
SMILES string ... CCc1cocc1O
Multiplicity ... 1
Lowest unoccupied orbital energy ... 0.6 eV
Orbital gap ... 9.397 eV

Atom charges from the Löwdin analysis, given in e for atoms 1 to 6: atom 1 (C): -0.10, atom 2 (C): -0.09, atom 3 (C): -0.15, atom 4 (C): -0.23, atom 5 (C): -0.13, atom 6 (C): -0.23



# 5
An isolated molecule of C6H8O2 in a non-equilibrium geometry, computed with ωB97M-V with the def2-TZVPD basis set.

CARTESIAN COORDINATES (ANGSTROEM)
C: -0.71 1.72 -0.08
C: -1.93 1.22 0.24
C: 0.23 0.65 -0.14
C: -0.76 -0.65 -0.06
C: -0.60 -2.14 -0.09
C: 1.69 0.54 -0.28
O: -2.00 -0.17 0.17
O: 2.47 -0.25 0.61
H: -0.38 2.77 -0.17
H: -2.85 1.76 0.60
H: 0.39 -2.23 -0.44
H: -0.59 -2.69 0.79
H: -1.32 -2.49 -0.87
H: 2.01 0.18 -1.30
H: 2.19 1.63 -0.43
H: 2.15 0.13 1.44

Calculated values
HOMO energy ... -7.82 eV
Energy relative to the best compared isomer or geometry (same formula, charge and spin) ... 287.5 kJ/mol
Strongest force on any atom ... 7.12 eV Å⁻¹
SMILES string ... Cc1occc1CO
Multiplicity ... 1
Lowest unoccupied orbital energy ... 0.9 eV
Orbital gap ... 8.699 eV

Atom charges from the Löwdin analysis, given in e for atoms 1 to 6: atom 1 (C): -0.08, atom 2 (C): -0.13, atom 3 (C): -0.11, atom 4 (C): -0.16, atom 5 (C): -0.01, atom 6 (C): -0.30



# 6
An isolated molecule of C6H8O2 in a non-equilibrium geometry, computed with ωB97M-V with the def2-TZVPD basis set.

CARTESIAN COORDINATES (ANGSTROEM)
C: 0.43 -1.12 -0.22
C: -0.78 0.85 -1.58
C: 0.49 1.40 -1.11
C: -0.67 0.21 0.99
C: 0.03 -1.20 1.29
C: -0.12 0.24 -0.36
O: 1.10 -1.85 -0.89
O: 1.15 -1.00 2.02
H: -1.75 1.22 -1.31
H: -0.96 0.17 -2.44
H: 1.44 1.25 -1.65
H: 0.56 2.35 -0.70
H: -1.76 0.11 0.92
H: -0.36 1.06 1.52
H: -0.68 -2.10 1.79
H: 1.88 -1.59 1.72

Calculated values
HOMO energy ... -9.37 eV
Energy relative to the best compared isomer or geometry (same formula, charge and spin) ... 281.3 kJ/mol
Strongest force on any atom ... 3.46 eV Å⁻¹
SMILES string ... O=C1[C@@H](O)CC12CC2
Multiplicity ... 1
Lowest unoccupied orbital energy ... 0.9 eV
Orbital gap ... 10.276 eV

Atom charges from the Löwdin analysis, given in e for atoms 1 to 6: atom 1 (C): -0.30, atom 2 (C): -0.06, atom 3 (C): -0.04, atom 4 (C): -0.05, atom 5 (C): -0.29, atom 6 (C): -0.37



# 7
An isolated molecule of C6H8O2 in a non-equilibrium geometry, computed with ωB97M-V with the def2-TZVPD basis set.

CARTESIAN COORDINATES (ANGSTROEM)
C: -1.61 0.83 -0.61
C: -0.09 -0.29 1.02
C: 1.17 -0.41 1.93
C: 1.22 -0.10 0.49
C: 0.58 -0.32 -1.54
C: -0.62 0.39 -1.61
H: -2.36 0.02 -0.67
H: -2.02 2.02 -0.46
H: -0.55 -1.33 0.82
H: 1.16 0.13 2.88
H: 1.43 -1.36 2.54
H: 1.21 1.08 0.10
H: 0.91 -1.00 -2.52
H: -0.73 0.54 -2.72
O: -1.13 0.72 0.86
O: 1.42 -0.91 -0.52

Calculated values
HOMO energy ... -8.98 eV
Energy relative to the best compared isomer or geometry (same formula, charge and spin) ... 671.2 kJ/mol
Strongest force on any atom ... 5.79 eV Å⁻¹
SMILES string ... C1=CO[C@@H]2C[C@H]2OC1
Multiplicity ... 1
Lowest unoccupied orbital energy ... 0.9 eV
Orbital gap ... 9.906 eV

Atom charges from the Löwdin analysis, given in e for atoms 1 to 6: atom 1 (C): -0.14, atom 2 (C): -0.28, atom 3 (C): 0.01, atom 4 (C): -0.43, atom 5 (C): -0.10, atom 6 (C): -0.09



# 8
A cluster of 2 separate species, C6H8O2 in total in a non-equilibrium geometry, computed with ωB97M-V with the def2-TZVPD basis set.

CARTESIAN COORDINATES (ANGSTROEM)
C: 1.20 0.15 0.28
C: 0.00 0.69 -0.75
C: -0.25 -0.52 -1.43
C: -0.20 -1.36 -0.41
C: -0.15 -0.66 0.86
C: -0.91 0.66 0.41
H: 3.04 0.41 1.25
H: 2.05 -0.57 -0.15
H: 0.32 1.39 -1.53
H: -0.50 -0.55 -2.42
H: -0.83 -2.26 -0.25
H: -0.18 -1.12 1.93
H: -0.52 1.41 1.24
H: -2.50 0.54 -0.71
O: 1.77 0.95 1.37
O: -2.34 0.84 0.31

Calculated values
HOMO energy ... -9.07 eV
Energy relative to the best compared isomer or geometry (same formula, charge and spin) ... 732.6 kJ/mol
Strongest force on any atom ... 7.31 eV Å⁻¹
Multiplicity ... 1
Lowest unoccupied orbital energy ... -0.3 eV
Orbital gap ... 8.806 eV

Atom charges from the Löwdin analysis, given in e for atoms 1 to 6: atom 1 (C): -0.22, atom 2 (C): -0.23, atom 3 (C): -0.09, atom 4 (C): -0.13, atom 5 (C): -0.13, atom 6 (C): -0.32



# 9
A structure of composition C6H8O2 in a non-equilibrium geometry, computed with ωB97M-V with the def2-TZVPD basis set.

CARTESIAN COORDINATES (ANGSTROEM)
C: 1.72 -0.70 -0.83
C: -2.41 0.36 -0.84
C: -0.31 -0.05 0.46
C: -0.99 -0.07 -0.68
C: 1.16 -0.06 0.37
C: 1.99 0.54 1.24
O: 1.10 -1.22 -1.78
O: -0.90 -0.08 1.71
H: -0.23 -0.69 -1.64
H: -0.27 -0.39 2.36
H: 2.80 -0.59 -0.95
H: -2.47 1.37 -1.26
H: -2.92 0.37 0.12
H: -2.95 -0.31 -1.52
H: 3.06 0.46 1.14
H: 1.62 1.06 2.11

Calculated values
HOMO energy ... -7.95 eV
Energy relative to the best compared isomer or geometry (same formula, charge and spin) ... 329.2 kJ/mol
Strongest force on any atom ... 4.66 eV Å⁻¹
Multiplicity ... 1
Lowest unoccupied orbital energy ... -0.5 eV
Orbital gap ... 7.410 eV

Atom charges from the Löwdin analysis, given in e for atoms 1 to 6: atom 1 (C): -0.14, atom 2 (C): -0.10, atom 3 (C): -0.34, atom 4 (C): -0.09, atom 5 (C): -0.23, atom 6 (C): 0.11



# 10
The ion C6H8O2P with charge -1 in a non-equilibrium geometry, computed with ωB97M-V with the def2-TZVPD basis set.

CARTESIAN COORDINATES (ANGSTROEM)
C: 0.63 -0.08 -0.91
C: -1.00 1.80 -0.43
C: 1.38 -0.65 0.18
C: 0.41 -1.30 1.06
C: -0.69 -0.23 1.13
C: -1.01 0.19 -0.23
O: -0.49 2.51 0.37
O: -1.59 2.12 -1.51
P: 1.09 0.12 -2.49
H: 2.23 -1.29 -0.18
H: 2.01 0.03 0.81
H: -0.09 -2.18 0.60
H: 0.82 -1.60 1.97
H: -1.59 -0.56 1.65
H: -0.21 0.61 1.56
H: -1.75 -0.17 -0.86
H: -0.15 0.69 -2.72

Calculated values
HOMO energy ... -3.87 eV
Energy relative to the best compared isomer or geometry (same formula, charge and spin) ... 161.8 kJ/mol
Strongest force on any atom ... 6.35 eV Å⁻¹
Net charge ... -1
SMILES string ... [H]/P=C1/CCC[C@H]1C(=O)[O-]
Multiplicity ... 1
Lowest unoccupied orbital energy ... 3.8 eV
Orbital gap ... 7.688 eV

Atom charges from the Löwdin analysis, given in e for atoms 1 to 6: atom 1 (C): -0.57, atom 2 (C): -0.77, atom 3 (C): -0.34, atom 4 (C): -0.22, atom 5 (C): -0.21, atom 6 (C): -0.14



# 11
A structure of composition C6H8O3 in a non-equilibrium geometry, computed with ωB97M-V with the def2-TZVPD basis set.

CARTESIAN COORDINATES (ANGSTROEM)
C: 2.69 -0.56 -0.58
C: 0.18 -0.16 0.16
C: 0.59 0.43 1.65
C: -1.70 -1.28 -0.12
C: -2.07 -0.03 -0.56
C: -0.95 0.86 -0.26
H: 3.01 -0.20 0.44
H: 2.49 -1.75 -0.56
H: 3.11 0.13 -1.49
H: 1.70 1.04 1.27
H: -0.24 1.20 2.41
H: 0.86 -0.54 2.49
H: -2.45 -2.15 0.21
H: -2.88 0.20 -1.02
O: 1.36 0.09 -0.70
O: -0.57 -1.29 0.32
O: -0.55 2.01 -0.30

Calculated values
HOMO energy ... -8.99 eV
Energy relative to the best compared isomer or geometry (same formula, charge and spin) ... 695.9 kJ/mol
Strongest force on any atom ... 10.05 eV Å⁻¹
Multiplicity ... 1
Lowest unoccupied orbital energy ... 0.3 eV
Orbital gap ... 9.316 eV

Atom charges from the Löwdin analysis, given in e for atoms 1 to 6: atom 1 (C): -0.05, atom 2 (C): -0.43, atom 3 (C): -0.02, atom 4 (C): -0.15, atom 5 (C): 0.05, atom 6 (C): -0.33



# 12
An isolated molecule of C6H8OS in a non-equilibrium geometry, computed with ωB97M-V with the def2-TZVPD basis set.

CARTESIAN COORDINATES (ANGSTROEM)
C: -0.16 1.85 2.30
C: -0.13 1.89 0.80
C: 1.26 1.62 0.21
C: 1.13 0.24 -0.34
C: -0.16 -0.12 -0.26
C: -0.79 -1.36 -0.68
H: 0.42 2.60 2.72
H: 0.26 0.88 2.66
H: -1.17 1.90 2.71
H: -0.51 2.87 0.36
H: 1.46 2.33 -0.60
H: 2.06 1.67 0.99
H: 1.94 -0.40 -0.74
H: -1.94 -1.37 -0.51
O: -0.97 0.84 0.28
S: -0.10 -2.62 -1.37

Calculated values
HOMO energy ... -8.56 eV
Energy relative to the best compared isomer or geometry (same formula, charge and spin) ... 123.6 kJ/mol
Strongest force on any atom ... 2.44 eV Å⁻¹
SMILES string ... C[C@H]1CC=C(C=S)O1
Multiplicity ... 1
Lowest unoccupied orbital energy ... -0.7 eV
Orbital gap ... 7.896 eV

Atom charges from the Löwdin analysis, given in e for atoms 1 to 6: atom 1 (C): -0.04, atom 2 (C): -0.35, atom 3 (C): -0.13, atom 4 (C): -0.02, atom 5 (C): -0.40, atom 6 (C): -0.62



# 13
An isolated molecule of C6H8OS in a non-equilibrium geometry, computed with ωB97M-V with the def2-TZVPD basis set.

CARTESIAN COORDINATES (ANGSTROEM)
C: 0.27 -0.54 -0.03
C: -0.69 -0.72 -1.08
C: -1.91 -0.77 0.75
C: -0.63 -0.58 1.31
C: 0.94 0.71 -0.25
C: 0.82 2.03 0.19
H: 2.57 -0.90 -0.77
H: -0.26 -1.36 -1.85
H: -0.93 0.26 -1.63
H: -3.03 -0.67 1.29
H: -0.13 -0.37 2.37
H: 1.73 0.74 -0.91
H: 1.40 2.88 -0.08
H: 0.06 2.21 0.98
O: -2.04 -1.08 -0.54
S: 1.82 -1.84 0.24

Calculated values
HOMO energy ... -8.72 eV
Energy relative to the best compared isomer or geometry (same formula, charge and spin) ... 441.7 kJ/mol
Strongest force on any atom ... 6.46 eV Å⁻¹
SMILES string ... C=C[C@@]1(S)C=COC1
Multiplicity ... 1
Lowest unoccupied orbital energy ... 0.6 eV
Orbital gap ... 9.318 eV

Atom charges from the Löwdin analysis, given in e for atoms 1 to 6: atom 1 (C): -0.70, atom 2 (C): -0.16, atom 3 (C): -0.18, atom 4 (C): -0.04, atom 5 (C): -0.27, atom 6 (C): 0.06



# 14
An isolated molecule of C6H8OS in a non-equilibrium geometry, computed with ωB97M-V with the def2-TZVPD basis set.

CARTESIAN COORDINATES (ANGSTROEM)
C: -2.16 0.39 -1.03
C: -1.04 0.08 -0.11
C: -0.33 0.85 0.71
C: 0.81 0.05 1.25
C: 1.77 -0.53 0.20
C: 0.54 -1.29 0.59
H: -3.00 -0.31 -0.86
H: -2.01 0.25 -2.12
H: -2.58 1.37 -0.77
H: -0.36 1.90 0.95
H: 1.17 0.17 2.27
H: 2.72 -0.86 0.61
H: 2.40 1.31 -1.10
H: 0.67 -2.28 1.02
O: -0.56 -1.18 -0.21
S: 1.97 0.08 -1.42

Calculated values
HOMO energy ... -8.36 eV
Energy relative to the best compared isomer or geometry (same formula, charge and spin) ... 159.3 kJ/mol
Strongest force on any atom ... 1.81 eV Å⁻¹
SMILES string ... CC1=C[C@@H]2[C@H](S)[C@@H]2O1
Multiplicity ... 1
Lowest unoccupied orbital energy ... 0.9 eV
Orbital gap ... 9.219 eV

Atom charges from the Löwdin analysis, given in e for atoms 1 to 6: atom 1 (C): -0.01, atom 2 (C): -0.37, atom 3 (C): -0.02, atom 4 (C): -0.17, atom 5 (C): -0.59, atom 6 (C): -0.28